Record 1
Here is a cluster of 8 separate species, C2H20N4O8 in total in a non-equilibrium geometry from the Open Molecules 2025 dataset. Energies are from ωB97M-V/def2-TZVPD.

structure (SMILES): NC(N)=O.NC(N)=O.O.O.O.O.O.O
orbital gap: 9.990 eV
relative energy (zero: lowest compared OMol25 entry of this formula, charge and spin): 51.7 kcal per mole
E_tot: -24739.59692 eV
E_LUMO: 0.028 eV

Structure (ORCA input):
```
! wB97M-V def2-TZVPD RIJCOSX def2/J DEFGRID3
* xyz 0 1
H 3.82252 -4.92240 0.65399
H 0.00472 1.82436 -3.58502
H 0.62465 -2.88070 -3.88136
H -2.33680 -3.56547 -2.94138
H 1.01691 -0.27319 1.00135
O 1.03056 0.42952 1.65115
H 3.70111 1.18979 3.78895
C -1.40956 2.94957 -4.50126
H 3.42406 -6.36965 0.85044
O 0.33207 -3.46478 -1.44541
O 4.62768 1.27525 4.01347
H 0.47731 1.11444 1.27561
C -0.52921 -3.36764 -2.33204
H -0.52731 1.53438 -5.65925
H -1.35494 2.29614 5.85720
H -2.47446 3.19582 6.33588
H 0.60236 -0.40212 5.16062
H -2.19368 -3.80317 -1.22793
H -1.91703 3.31575 2.34207
H -1.11584 2.88618 -2.66018
O 4.08133 -5.72369 1.10919
H -0.24393 -1.18482 6.14199
N -1.16174 2.31986 -5.63410
H -2.10315 4.38763 1.28930
N -0.32791 -3.03768 -3.58458
H -1.03516 -3.16833 -4.29369
N -0.83585 2.37535 -3.48525
N -1.76075 -3.57646 -2.11182
H 4.91214 2.06903 3.56045
H -1.77013 2.48508 -6.42318
O -1.87354 3.46470 1.39754
O 0.26188 -0.37686 6.05486
O -2.12192 3.90430 -4.35560
O -1.82641 3.09982 5.63800
*
```

Results of the natural (NBO) charge analysis, in e, for atoms 1 through 5: atom 1 (H): 0.47, atom 2 (H): 0.39, atom 3 (H): 0.41, atom 4 (H): 0.37, atom 5 (H): 0.47


Record 2
Here is a cluster of 8 separate species, C2H20O8 in total in a non-equilibrium geometry from the Open Molecules 2025 dataset. Energies are from ωB97M-V/def2-TZVPD.

structure (SMILES): CO.CO.O.O.O.O.O.O
orbital gap: 9.996 eV
relative energy (zero: lowest compared OMol25 entry of this formula, charge and spin): 12.3 kcal per mole
E_tot: -18778.53131 eV
E_LUMO: 0.304 eV

Structure (ORCA input):
```
! wB97M-V def2-TZVPD RIJCOSX def2/J DEFGRID3
* xyz 0 1
O 0.34034 2.70053 1.79603
O 0.35903 0.88990 -0.47361
H -0.73777 0.94225 3.17195
O -1.27942 -2.32325 -1.37080
H 0.31300 2.21147 0.94354
H -1.39758 0.13601 1.91832
H 1.35333 4.25572 0.84103
C 0.81324 -2.89220 1.25173
H -1.29929 -3.25568 -1.10752
H 0.26885 -1.96065 -3.95235
H 1.38574 4.18141 2.63799
H -1.55108 0.47892 -0.09631
H 0.24095 0.27269 -3.34349
H -3.00634 0.94850 -0.39833
H -0.76091 -1.73513 -2.86010
H 1.67733 -3.09459 1.89809
H 1.33944 1.34635 -3.53599
H -1.77404 -1.82425 -0.66729
O 0.45718 1.23279 -3.23970
O -2.49639 0.27419 0.06383
H 0.56205 -0.02624 -0.19604
O 0.70622 -1.46454 1.21289
H 0.44202 -1.18447 2.10679
H 2.37647 3.05359 1.72328
C 1.38988 3.58149 1.71838
O -0.24393 -1.25615 -3.51957
H -0.04303 -3.31795 1.87348
H 0.88575 -3.31549 0.22977
H 0.49978 1.06821 -1.38409
O -0.82083 0.07660 2.75811
*
```

Results of the natural (NBO) charge analysis, in e, for atoms 1 through 5: atom 1 (O): -0.76, atom 2 (O): -1.03, atom 3 (H): 0.50, atom 4 (O): -0.98, atom 5 (H): 0.50


Record 3
Here is a cluster of 10 separate species, C2H22ClO9 in total from the Open Molecules 2025 dataset. Energies are from ωB97M-V/def2-TZVPD.

orbital gap: 9.478 eV
relative energy (zero: lowest compared OMol25 entry of this formula, charge and spin): 0.0 kcal per mole
E_tot: -33385.11048 eV
E_LUMO: 2.793 eV

Structure (ORCA input):
```
! wB97M-V def2-TZVPD RIJCOSX def2/J DEFGRID3
* xyz -1 1
H 5.03252 16.27380 21.33913
H 3.55502 16.42997 21.02733
Cl 3.44478 17.40867 18.64941
H 4.41280 14.51087 17.08754
H 3.61018 14.62492 18.36626
O 0.87005 15.65949 17.80472
O 6.27030 20.28140 17.26196
H 5.45174 17.20629 19.59449
H 3.35956 17.04354 15.97750
C 7.55595 18.58410 16.10428
H 0.38913 15.91573 18.59868
O 0.16977 18.34802 19.27296
C 6.47590 18.87019 17.12401
O 4.24293 14.05007 17.91297
H 4.22702 20.46466 17.39861
O 6.29143 16.98258 20.04029
O 4.15106 16.04474 21.68263
H 5.55032 18.38096 16.81527
O 2.33433 19.47776 21.10349
H 2.15532 18.74410 21.70030
H 3.05160 19.15215 20.54406
H 6.54229 20.72840 16.45640
O 3.29056 20.38983 17.17013
H 6.49035 16.08962 19.73791
O 2.55450 17.33601 15.53536
H 7.75560 17.51381 16.02929
H 0.99171 18.77662 19.55202
H 0.14769 18.47247 18.31886
H 3.05147 19.49544 17.45759
H 7.27853 18.98014 15.12197
H 6.75077 18.51649 18.11316
H 1.66277 16.22254 17.85376
H 2.44984 16.76409 14.76962
H 8.50655 19.06795 16.35125
*
```

Results of the natural (NBO) charge analysis, in e, for atoms 1 through 5: atom 1 (H): 0.48, atom 2 (H): 0.48, atom 3 (Cl): -0.93, atom 4 (H): 0.46, atom 5 (H): 0.50


Record 4
Here is a cluster of 9 separate species, C2H22N2O8 in total in a non-equilibrium geometry from the Open Molecules 2025 dataset. Energies are from ωB97M-V/def2-TZVPD.

structure (SMILES): N/C=C/N.O.O.O.O.O.O.O.O
orbital gap: 8.206 eV
relative energy (zero: lowest compared OMol25 entry of this formula, charge and spin): 60.0 kcal per mole
E_tot: -21790.19551 eV
E_LUMO: 0.302 eV

Structure (ORCA input):
```
! wB97M-V def2-TZVPD RIJCOSX def2/J DEFGRID3
* xyz 0 1
H 0.06899 0.26524 1.06518
H 1.54431 -0.69795 3.48455
N 0.62992 1.84973 2.53973
H 2.97049 -1.89663 -1.58412
H 3.14589 -2.27665 -0.22250
H 1.01408 -0.14386 -1.58981
H 1.62415 0.95741 -2.52686
O -1.51955 3.06306 0.87100
H -1.33014 2.58395 1.67008
H 1.27126 2.42742 2.01795
C 0.94971 -0.61815 2.58858
O 3.03753 -1.45998 -0.72646
O -2.90899 1.35332 -0.92598
H -0.85135 3.67413 0.57757
H 1.95466 1.52861 0.36149
H -3.05306 2.23305 -1.30446
H 1.22789 -2.58851 2.32705
H -2.46203 1.71117 -0.13709
O -0.92208 -2.57935 -0.95959
O 1.19947 0.09755 -2.49644
H 0.30597 -1.95061 1.08566
H -1.40129 -2.00850 -1.54019
O -1.54695 -0.66504 -2.98069
H 1.09616 1.83881 3.44576
O -3.11479 -1.49726 -0.31556
H -1.50915 -3.28956 -0.70224
N 0.60637 -1.85747 2.04395
O 2.59836 1.54670 -0.33963
C 0.58938 0.52797 1.98696
H -3.27673 -1.55047 -1.26264
H -2.74559 -0.61783 -0.19095
H -1.43592 0.27379 -2.77428
H -0.65931 -0.96458 -2.74302
H 2.90236 0.73050 -0.74299
*
```

Results of the natural (NBO) charge analysis, in e, for atoms 1 through 5: atom 1 (H): 0.18, atom 2 (H): 0.19, atom 3 (N): -0.84, atom 4 (H): 0.48, atom 5 (H): 0.47


Record 5
Here is a structure of composition C2H24O10 in a non-equilibrium geometry from the Open Molecules 2025 dataset. Energies are from ωB97M-V/def2-TZVPD.

orbital gap: 9.121 eV
relative energy (zero: lowest compared OMol25 entry of this formula, charge and spin): 302.8 kcal per mole
E_tot: -22926.43292 eV
E_LUMO: -0.470 eV

Structure (ORCA input):
```
! wB97M-V def2-TZVPD RIJCOSX def2/J DEFGRID3
* xyz 0 1
C -32.27673 28.89141 0.01895
O -30.30209 31.86111 -3.05198
H -32.69369 33.76358 -1.46282
H -34.32259 31.85242 -1.05488
O -29.82696 31.53622 -0.05161
O -32.58973 31.48508 0.42320
H -34.09905 28.30264 1.10128
H -30.45470 31.48916 -0.77270
H -32.66831 31.41334 -0.52807
O -33.65327 31.37246 -1.54260
O -32.86789 29.29361 -2.34692
H -33.48340 29.80437 1.57241
H -30.01556 29.11521 -3.05717
H -31.09098 31.44302 -2.70691
H -31.19873 28.89470 -4.18097
H -31.89338 30.87005 0.65354
O -31.45083 30.71612 -1.42426
H -33.99104 31.33197 -2.43731
H -32.69609 28.19947 2.03199
H -33.41450 29.97998 -1.96435
O -31.85372 33.33120 -1.30872
O -32.12201 29.12005 -4.29500
H -32.17743 27.87334 -0.35761
H -29.69877 30.62581 0.21477
H -32.83232 29.53022 -0.66761
H -30.64645 28.87173 0.91184
H -32.04971 30.34127 -2.07006
O -31.12895 29.56700 0.45864
H -32.49709 29.04676 -3.41741
H -30.34620 28.67915 -1.64563
H -32.08324 32.42132 -1.11987
C -33.15005 28.81597 1.25614
H -31.24479 29.98858 -0.83734
H -29.58036 31.34438 -2.69376
H -33.23409 28.47745 -2.00632
O -30.63269 28.58400 -2.55398
*
```

Results of the natural (NBO) charge analysis, in e, for atoms 1 through 5: atom 1 (C): -0.17, atom 2 (O): -0.93, atom 3 (H): 0.44, atom 4 (H): 0.53, atom 5 (O): -0.95


Record 6
Here is a cluster of 12 separate species, C2H25O13 in total in a non-equilibrium geometry from the Open Molecules 2025 dataset. Energies are from ωB97M-V/def2-TZVPD.

orbital gap: 9.055 eV
relative energy (zero: lowest compared OMol25 entry of this formula, charge and spin): 21.9 kcal per mole
E_tot: -29100.97923 eV
E_LUMO: 2.240 eV

Structure (ORCA input):
```
! wB97M-V def2-TZVPD RIJCOSX def2/J DEFGRID3
* xyz -1 1
O -0.14832 1.46244 -0.01084
H -2.10473 1.98198 2.73841
H 1.87070 2.24751 -1.46222
H 1.28448 2.99020 -2.64401
O 1.86910 3.10163 -1.89433
H -2.18131 3.59420 -1.20104
C -0.33587 -0.88696 -0.15762
H 2.10088 -0.37610 1.02488
O -3.13425 -2.46495 1.72038
H 0.34259 3.36333 0.32199
O -2.43932 3.19866 -0.36844
H 0.63744 -4.06654 1.37781
H 0.28976 -3.32972 2.65378
O 1.66086 0.48832 -0.48352
H 4.92991 -0.34742 -1.06551
O 0.12951 -4.14871 2.18495
O -0.11668 -3.04220 -3.88859
H 3.30888 -0.22589 1.92493
O -1.12204 -1.44886 3.11481
C 0.45914 0.42381 -0.24283
H -1.93089 0.85580 -2.89851
H -1.05379 -0.50729 2.95667
H -0.14674 -3.13838 -2.93671
H 1.24650 4.21942 -0.53937
H -1.39977 -0.75728 0.04087
H -3.62187 -1.89561 1.12515
O 4.15416 -0.84918 -1.31582
H -1.75716 2.55175 -0.18846
H -0.78901 1.30309 -2.01085
O -1.25754 1.53698 2.75970
H 0.02993 -1.44237 0.70598
H -0.36105 -1.57777 -1.00038
H -3.11366 -3.31346 1.27785
H -1.94176 -1.70446 2.69178
O -1.15808 1.42046 -2.88620
H -1.00256 1.46219 1.84012
O 0.71192 4.24381 0.25425
H 3.41869 -0.27106 -1.11313
O 2.51662 -0.74889 1.80232
H 0.15533 -3.90247 -4.20826
*
```

Results of the natural (NBO) charge analysis, in e, for atoms 1 through 5: atom 1 (O): -0.83, atom 2 (H): 0.47, atom 3 (H): 0.50, atom 4 (H): 0.47, atom 5 (O): -0.97